# 1
Entry from the OMol25 dataset: a structure of composition C5H12BBr4NaO3 in a non-equilibrium geometry (ωB97M-V/def2-TZVPD).

The energy relative to the best compared isomer or geometry (same formula, charge and spin) comes out at 47.4 kcal per mole. For the lowest unoccupied orbital energy, the calculation gives 3.82 eV. The value obtained for the total energy is -296782.1588 eV. The total charge is -2.

The geometry in XYZ format:
```
26
Properties=species:S:1:pos:R:3:forces:R:3
Na 0.10089 0.12579 -0.45741 -1.479 1.332 -0.543
C -2.40335 1.68515 0.03411 -1.239 -0.957 -2.568
O -3.37850 2.36442 0.26917 -5.252 2.178 1.368
O -2.43136 0.66720 -0.72036 -0.377 -3.930 -0.910
O -1.31690 2.10390 0.36538 7.833 1.596 3.056
B 0.21632 0.60816 -3.05011 0.275 0.079 -0.025
H 1.22670 0.55392 -3.42483 4.413 -0.469 -1.715
H 0.23629 1.34810 -2.26505 -0.057 3.003 3.040
H -0.42758 0.94262 -3.84871 -2.672 1.174 -3.037
H -0.08259 -0.34692 -2.64671 -1.275 -4.055 1.493
Br 2.77571 -0.96127 0.18463 0.587 0.295 0.488
C 3.89088 0.21904 1.34393 -0.993 0.930 -0.370
C 3.82311 1.68739 0.80552 -0.778 -1.080 -0.003
Br 1.88004 2.33233 0.88347 1.481 -0.544 -0.259
H 4.84555 -0.30422 1.29021 0.112 0.575 0.139
H 3.45570 0.22252 2.34328 0.089 -0.446 -0.105
H 4.20707 1.64414 -0.21369 -0.491 0.479 -0.123
H 4.40167 2.40911 1.38214 -0.044 -0.298 0.181
Br -4.80684 -1.75800 1.91111 1.026 -0.004 -0.438
C -2.82965 -1.79393 1.62000 0.842 -0.264 -0.485
C -2.43309 -2.54838 0.30451 -0.663 0.583 0.716
Br -0.41640 -2.63281 0.05325 -1.543 -0.335 0.487
H -2.45526 -2.21871 2.55139 -0.009 -0.500 -0.318
H -2.40620 -0.79053 1.57533 -0.732 0.361 -0.377
H -2.82400 -2.00358 -0.55484 0.425 0.441 0.094
H -2.84823 -3.55542 0.26428 0.520 -0.143 0.216
```
Positions in Å, forces in eV/Å.

natural (NBO) atomic charge list, values in e, 8 entries:
1 Na 0.854
2 C 0.900
3 O -0.887
4 O -0.967
5 O -0.942
6 B -0.818
7 H -0.058
8 H -0.026



# 2
Entry from the OMol25 dataset: the molecule C5H12BNO3S in a non-equilibrium geometry (ωB97M-V/def2-TZVPD).

The energy relative to the best compared isomer or geometry (same formula, charge and spin) comes out at 0.0 kcal per mole. For the lowest unoccupied orbital energy, the calculation gives 0.46 eV. The value obtained for the total energy is -24527.2929 eV. As for the SMILES: C[C@H](CS)C(=O)NCB(O)O.

The geometry in XYZ format:
```
23
Properties=species:S:1:pos:R:3:forces:R:3
C 1.16413 1.51015 -1.29562 -0.113 -0.539 -0.499
C 1.56189 0.43737 -0.28136 0.319 0.298 0.008
C 2.60931 -0.52653 -0.93674 -1.029 0.434 0.419
S 3.33642 -1.58557 0.30145 -0.179 -0.614 0.458
C 0.29710 -0.27455 0.28539 1.209 0.919 0.075
O 0.08078 -1.40987 -0.10523 -0.851 -0.560 0.127
N -0.47776 0.37196 1.22653 1.750 0.811 -1.703
C -1.72172 -0.19700 1.63998 -0.625 -1.193 -0.171
B -2.83727 -0.25806 0.52181 -0.382 0.036 -0.151
O -3.98235 0.45569 0.82274 -0.095 -0.623 -1.026
O -2.63542 -1.00402 -0.62072 0.356 0.670 0.845
H 0.53549 2.27520 -0.86035 -0.245 0.204 -0.020
H 0.65817 1.02659 -2.13998 -0.246 0.184 0.179
H 2.03420 1.98450 -1.74302 0.195 0.125 0.245
H 2.07864 0.91736 0.55686 -0.077 -0.014 -0.007
H 3.40123 0.05840 -1.40091 -0.031 0.096 0.069
H 2.17971 -1.18402 -1.68975 -0.239 0.291 -0.122
H 2.12003 -2.14445 0.52568 0.589 -0.130 0.175
H -0.44452 1.39617 1.20741 0.269 -0.712 0.111
H -1.52141 -1.24399 1.91297 -0.035 0.251 0.308
H -2.07998 0.34634 2.48730 -0.152 0.194 0.692
H -4.66409 0.35116 0.13425 0.297 0.099 0.351
H -1.69259 -1.30283 -0.54869 -0.684 -0.225 -0.362
```
Positions in Å, forces in eV/Å.

natural (NBO) atomic charge list, values in e, 8 entries:
1 C -0.604
2 C -0.315
3 C -0.522
4 S -0.046
5 C 0.707
6 O -0.674
7 N -0.591
8 C -0.585



# 3
Entry from the OMol25 dataset: the ion C5H12Cl2N2O2P with charge +1 in a non-equilibrium geometry (ωB97M-V/def2-TZVPD).

For the lowest unoccupied orbital energy (alpha / beta), the calculation gives -2.82 / -7.91 eV. The value obtained for the total energy is -46778.1788 eV. The total charge is +1. The spin multiplicity is 3.

The geometry in XYZ format:
```
24
Properties=species:S:1:pos:R:3:forces:R:3
C 0.10222 0.29253 0.00517 0.734 1.842 8.933
C 0.98999 -1.01579 -1.69508 0.209 -1.574 -1.468
C 2.36869 -0.36988 0.31997 0.358 -0.512 3.020
C -2.23419 0.92495 0.29981 1.512 0.389 0.357
C -0.91833 1.46231 -1.71736 3.593 2.266 0.166
N 1.13642 -0.35897 -0.41203 2.847 -2.678 -3.143
N -0.96269 0.85541 -0.45685 -3.153 -0.296 -0.408
O -0.30817 -2.01734 1.27414 -0.557 -0.251 0.960
O 0.08468 0.35559 1.67850 -0.444 0.384 -2.273
P -0.29490 -1.02726 2.36816 0.437 -1.022 -0.466
Cl 1.08338 -1.31735 3.79592 0.346 0.117 -0.380
Cl -1.85649 -0.91925 3.66461 0.067 0.296 -1.104
H 0.08014 -0.68668 -2.22770 0.320 -0.596 0.747
H 1.79450 -0.80432 -2.41890 0.210 0.360 0.724
H 1.01944 -2.14150 -1.64971 -0.322 0.932 0.485
H 2.88182 0.62518 0.23172 -0.366 -0.763 -0.031
H 2.09141 -0.50149 1.49297 0.922 0.457 -2.909
H 3.01550 -1.24245 0.07133 -0.595 0.875 -0.280
H -2.92145 0.20614 -0.08923 -0.540 -0.633 -0.254
H -2.53985 1.92160 0.04322 -0.811 0.480 0.442
H -2.03691 0.78198 1.38653 -0.403 0.349 -1.133
H 0.00913 1.19728 -2.30554 -1.366 0.139 0.572
H -0.77467 2.55573 -1.52212 -0.500 -0.372 -0.443
H -1.80967 1.22359 -2.13753 -2.498 -0.191 -2.116
```
Positions in Å, forces in eV/Å.

natural (NBO) atomic charge list, values in e, 8 entries:
1 C 0.477
2 C -0.459
3 C -0.454
4 C -0.415
5 C -0.421
6 N -0.147
7 N -0.196
8 O -1.072



# 4
Entry from the OMol25 dataset: a structure of composition C5H12ClINP in a non-equilibrium geometry (ωB97M-V/def2-TZVPD).

The energy relative to the best compared isomer or geometry (same formula, charge and spin) comes out at 57.8 kcal per mole. For the lowest unoccupied orbital energy (alpha / beta), the calculation gives -0.72 / -0.72 eV. The value obtained for the total energy is -36778.0439 eV.

The geometry in XYZ format:
```
21
Properties=species:S:1:pos:R:3:forces:R:3
C 2.21923 -1.17100 -0.69826 0.193 -0.170 -0.908
C -1.19914 2.35830 -0.30811 1.434 3.143 5.050
C 1.79251 0.04601 0.10266 -1.658 -1.635 -1.628
C -0.32843 1.37675 0.56144 -1.868 0.387 0.141
C 0.36992 0.35041 -0.10016 -1.547 -2.039 -2.509
N -0.63219 -1.78926 0.86262 0.938 1.214 -0.472
P -1.33372 -2.48024 -0.47788 0.294 -0.720 0.903
Cl -2.95778 -1.29636 -0.84528 -0.996 0.633 -0.552
I -1.66042 -1.03155 2.42446 -0.210 -0.653 0.133
H 1.89898 -0.94825 -1.73980 0.519 -0.431 0.317
H 3.36395 -1.29968 -0.68333 -1.947 -0.259 0.118
H 1.55580 -2.03916 -0.37070 1.495 0.870 -0.241
H -1.80248 1.87074 -0.94619 -1.961 -1.638 -2.438
H -1.87773 3.01783 0.42317 1.219 -1.696 -1.417
H -0.57743 3.16092 -0.74760 -0.130 -0.824 -0.264
H 2.19263 0.96728 -0.22214 1.359 1.143 -0.081
H 1.90502 -0.18541 1.09560 0.781 0.213 2.769
H 0.22988 1.82215 1.33429 1.414 1.302 0.505
H -0.93614 0.83258 1.38135 -0.443 0.022 -0.992
H -0.07879 0.00233 -1.11286 0.771 0.649 1.711
H -2.14366 -3.56440 0.06670 0.344 0.489 -0.146
```
Positions in Å, forces in eV/Å.

natural (NBO) atomic charge list, values in e, 8 entries:
1 C -0.611
2 C -0.575
3 C -0.513
4 C -0.606
5 C 0.271
6 N -1.213
7 P 0.810
8 Cl -0.373



# 5
Entry from the OMol25 dataset: a cluster of 2 separate species, C5H12ClN2 in total in a non-equilibrium geometry (ωB97M-V/def2-TZVPD).

The energy relative to the best compared isomer or geometry (same formula, charge and spin) comes out at 89.3 kcal per mole. For the lowest unoccupied orbital energy, the calculation gives -3.42 eV. The value obtained for the total energy is -20871.1281 eV. The total charge is +1.

The geometry in XYZ format:
```
20
Properties=species:S:1:pos:R:3:forces:R:3
C 1.11768 -0.29524 -1.40063 0.177 -0.664 -0.175
C 2.51981 -0.26131 -1.48149 -6.324 0.332 0.949
C 0.80332 -0.13564 1.69414 -3.305 4.200 0.328
C -0.73096 -0.81250 -0.36083 5.230 -1.182 0.691
C -0.59076 -0.26722 1.09630 -0.294 1.418 -3.127
N -1.64023 -0.15044 -1.15443 -0.536 0.001 -1.789
N -1.46025 1.01113 0.98581 0.281 -0.430 4.197
Cl 3.14907 0.68221 -2.71832 1.056 0.082 -0.642
H 0.51510 -0.01478 -2.28166 0.571 0.235 0.226
H -0.82892 1.79291 1.07615 -0.211 0.769 -0.420
H 1.19496 0.85387 1.39867 0.177 -0.303 0.623
H 0.64019 -0.30116 2.73970 0.976 0.031 0.600
H 1.32374 -0.78892 1.16439 2.726 -3.281 -1.636
H -0.60003 -1.92896 -0.34894 -0.777 1.265 -0.511
H -1.05621 -0.85396 1.78597 -2.062 -1.919 1.366
H -1.22198 0.71186 -1.53125 -0.162 -0.260 0.157
H -1.90412 -0.65985 -1.99917 -0.141 -0.160 0.475
H 3.00825 -0.58593 -0.61662 1.707 -0.361 0.665
H -2.17004 1.05572 1.75570 1.117 0.121 -0.260
H -2.06862 0.94819 0.19652 -0.207 0.104 -1.716
```
Positions in Å, forces in eV/Å.

natural (NBO) atomic charge list, values in e, 8 entries:
1 C -0.290
2 C -0.290
3 C -0.594
4 C 0.031
5 C -0.065
6 N -0.871
7 N -0.705
8 Cl 0.083



# 6
Entry from the OMol25 dataset: a structure of composition C5H12ClP in a non-equilibrium geometry (ωB97M-V/def2-TZVPD).

The energy relative to the best compared isomer or geometry (same formula, charge and spin) comes out at 54.6 kcal per mole. For the lowest unoccupied orbital energy, the calculation gives 0.79 eV. The value obtained for the total energy is -27189.5200 eV.

The geometry in XYZ format:
```
19
Properties=species:S:1:pos:R:3:forces:R:3
C -1.56837 -1.30900 0.77062 0.016 -2.342 -1.934
C -0.57255 1.52558 0.38069 1.198 -0.505 -3.204
C 0.26773 0.00757 -1.55307 -0.077 1.593 0.554
C -0.10413 -0.86385 0.78027 -1.101 0.906 1.951
C 0.25400 0.31021 -0.02438 1.690 0.082 -0.808
P 2.47887 0.74994 0.50280 -3.487 0.968 0.348
Cl 3.55895 -0.72014 -0.33493 0.181 -0.673 -0.709
H -2.37076 -0.52689 0.92989 1.149 -1.028 0.181
H -1.71482 -1.78556 -0.27908 -0.415 0.686 1.660
H -1.52749 -2.19932 1.49802 -0.960 1.479 -0.880
H -1.54179 1.48660 -0.12031 -0.118 -0.074 0.203
H -0.05467 2.36320 -0.05408 0.019 0.825 -0.070
H -0.65236 1.65975 1.39362 -0.310 0.196 2.527
H 1.30967 -0.12966 -1.84565 -0.228 -0.280 -0.381
H -0.31469 -0.89581 -1.76457 0.080 0.286 -0.165
H -0.13072 0.91014 -2.11490 0.363 -1.206 0.450
H 0.56223 -1.68744 0.63094 0.301 -0.644 -0.044
H -0.04917 -0.48752 1.79807 0.878 -0.350 0.555
H 2.17006 1.59220 -0.59396 0.821 0.082 -0.234
```
Positions in Å, forces in eV/Å.

natural (NBO) atomic charge list, values in e, 8 entries:
1 C -0.617
2 C -0.667
3 C -0.677
4 C -0.480
5 C 0.016
6 P 0.431
7 Cl -0.290
8 H 0.219